(1)
DFT (ωB97M-V/def2-TZVPD) results for a 7-piece molecular cluster, C43H67N3O16 overall in a non-equilibrium geometry.

As for the SMILES: CCCCCCCCC1=C(CCC(=O)O)C(=O)C=C(CC(N)(N)N)C1=O.O=C1CCCO1.O=C1CCCO1.O=C1CCCO1.O=C1CCCO1.O=C1CCCO1.O=C1CCCO1. The total energy is -82906.257 eV. As for the multiplicity: 1. As for the HOMO-LUMO gap: 8.43 eV.

```
129
C43H67N3O16 (ωB97M-V/def2-TZVPD)
C -0.861 -0.396 5.042
C -1.364 0.182 3.631
C -0.194 0.461 2.583
C 0.286 -0.811 1.751
C -0.897 -1.742 1.226
C -0.700 -2.212 -0.299
C 0.424 -3.336 -0.469
C 0.902 -3.437 -1.991
C -0.127 -4.130 -2.974
C 0.276 -4.481 -4.287
C 1.731 -4.275 -4.862
C 1.817 -3.325 -6.140
C 2.128 -1.807 -5.723
O 2.477 -0.975 -6.575
O 2.051 -1.395 -4.383
C -0.807 -5.134 -5.267
O -0.524 -5.978 -6.128
C -2.316 -4.656 -5.062
C -2.744 -4.331 -3.764
C -4.203 -3.882 -3.359
C -4.396 -2.299 -3.200
N -3.638 -1.573 -4.262
N -5.881 -2.059 -3.275
N -3.990 -1.786 -1.854
C -1.635 -4.483 -2.620
O -2.030 -4.912 -1.524
H -1.694 -0.266 5.820
H -0.722 -1.527 4.947
H 0.075 0.117 5.432
H -1.835 1.202 3.866
H -2.208 -0.469 3.249
H 0.684 0.887 3.177
H -0.553 1.319 1.913
H 0.934 -0.428 0.894
H 0.946 -1.441 2.437
H -1.860 -1.117 1.229
H -1.095 -2.620 1.918
H -0.484 -1.287 -0.943
H -1.736 -2.566 -0.637
H 0.030 -4.341 -0.128
H 1.298 -3.037 0.200
H 1.962 -3.866 -2.066
H 1.007 -2.352 -2.355
H 2.114 -5.305 -5.196
H 2.460 -3.918 -4.070
H 0.948 -3.411 -6.859
H 2.744 -3.651 -6.731
H 2.566 -0.571 -4.263
H -3.074 -4.596 -5.895
H -4.428 -4.338 -2.331
H -5.002 -4.310 -4.054
H -3.659 -0.572 -4.009
H -4.156 -1.742 -5.131
H -6.155 -1.758 -4.214
H -6.174 -1.396 -2.552
H -3.009 -1.493 -1.903
H -4.155 -2.491 -1.131
O 1.306 1.366 -0.764
C 1.790 1.905 -1.725
C 1.425 3.266 -2.249
C 2.033 3.247 -3.637
C 3.208 2.312 -3.467
O 2.795 1.365 -2.472
H 1.886 4.027 -1.614
H 0.344 3.396 -2.286
H 2.319 4.234 -4.005
H 1.318 2.817 -4.346
H 4.102 2.830 -3.106
H 3.454 1.789 -4.393
O -1.169 -1.118 8.503
C -1.932 -2.048 8.440
C -1.543 -3.484 8.205
C -2.870 -4.116 7.835
C -3.860 -3.257 8.585
O -3.275 -1.947 8.617
H -1.138 -3.900 9.131
H -0.818 -3.567 7.396
H -2.939 -5.175 8.089
H -3.035 -4.017 6.757
H -4.010 -3.597 9.614
H -4.825 -3.215 8.083
O 2.997 5.075 -0.397
C 4.079 4.575 -0.222
C 4.470 3.706 0.944
C 5.982 3.706 0.846
C 6.213 3.886 -0.636
O 5.116 4.689 -1.093
H 4.051 2.707 0.800
H 4.126 4.135 1.884
H 6.447 2.805 1.248
H 6.385 4.564 1.391
H 6.200 2.936 -1.178
H 7.154 4.397 -0.843
O 8.922 5.941 1.207
C 8.516 6.457 2.214
C 9.364 6.947 3.358
C 8.340 7.117 4.463
C 7.079 7.433 3.692
O 7.203 6.718 2.455
H 9.823 7.898 3.078
H 10.125 6.215 3.623
H 8.604 7.884 5.192
H 8.220 6.171 4.999
H 6.984 8.500 3.469
H 6.184 7.102 4.219
O -7.119 -4.483 6.947
C -6.727 -3.887 5.980
C -7.360 -3.908 4.614
C -6.259 -3.332 3.745
C -5.527 -2.424 4.706
O -5.653 -3.053 5.989
H -8.247 -3.271 4.623
H -7.618 -4.924 4.317
H -6.626 -2.814 2.858
H -5.595 -4.136 3.414
H -5.976 -1.428 4.761
H -4.472 -2.322 4.449
O -2.499 3.006 -3.834
C -2.095 3.589 -4.804
C -2.713 3.551 -6.176
C -1.604 4.113 -7.041
C -0.880 5.033 -6.084
O -1.019 4.422 -4.794
H -3.600 4.189 -6.185
H -2.970 2.532 -6.462
H -1.960 4.620 -7.939
H -0.937 3.304 -7.354
H -1.327 6.030 -6.047
H 0.178 5.129 -6.331
```

(2)
DFT (ωB97M-V/def2-TZVPD) results for C43H70CsGeN3O6PS4Si as an isolated structure in a non-equilibrium geometry.

The total energy is -180063.229 eV. As for the multiplicity: 2. Its total charge is -2. As for the HOMO-LUMO gap (alpha / beta): 5.48 / 5.93 eV. Its energy above the lowest of the compared OMol25 structures with the same formula, charge and spin is 29.6 kcal/mol.

```
130
C43H70CsGeN3O6PS4Si (ωB97M-V/def2-TZVPD)
Cs -0.718 0.757 1.105
C -1.173 -0.423 5.272
C -0.892 1.023 4.867
C -1.364 1.965 5.976
C 0.614 1.213 4.645
O -1.573 1.232 3.649
Ge -2.381 2.833 3.054
O -0.961 3.180 1.843
C -0.939 3.962 0.659
C 0.514 3.972 0.169
C -1.397 5.385 0.972
C -1.832 3.359 -0.436
O -3.427 1.928 1.809
C -4.707 1.391 2.118
C -4.603 0.303 3.185
C -5.223 0.786 0.816
C -5.658 2.499 2.580
H -0.654 -0.688 6.199
H -2.245 -0.568 5.415
H -0.855 -1.109 4.483
H -0.881 1.695 6.921
H -1.127 3.007 5.752
H -2.447 1.891 6.104
H 1.160 1.020 5.576
H 0.980 0.520 3.882
H 0.821 2.232 4.307
H 1.152 4.474 0.902
H 0.892 2.956 0.033
H 0.586 4.495 -0.790
H -0.794 5.798 1.784
H -1.306 6.032 0.093
H -2.442 5.387 1.294
H -1.507 2.352 -0.707
H -2.861 3.284 -0.082
H -1.803 3.971 -1.343
H -3.907 -0.479 2.873
H -4.233 0.719 4.126
H -5.579 -0.161 3.364
H -4.539 0.009 0.469
H -6.212 0.337 0.951
H -5.286 1.557 0.044
H -5.329 2.933 3.526
H -5.687 3.295 1.831
H -6.671 2.108 2.713
O -2.606 -8.721 2.452
C -2.543 -7.517 2.325
S -1.056 -6.590 2.512
C -1.724 -4.958 2.385
C -3.128 -4.895 2.238
S -4.078 -3.532 2.132
S -3.948 -6.463 2.200
S -0.641 -3.690 2.470
O 1.797 0.532 1.001
P 3.162 0.135 0.558
N 4.396 0.950 1.332
C 4.366 0.928 2.811
C 5.030 2.249 3.244
C 5.667 2.796 1.964
C 4.710 2.313 0.885
N 3.432 0.422 -1.037
C 2.552 1.293 -1.849
C 3.247 1.337 -3.221
C 4.329 0.235 -3.187
C 4.025 -0.571 -1.926
N 3.441 -1.446 0.915
C 4.720 -2.087 1.181
C 4.402 -3.000 2.359
C 2.996 -3.511 2.026
C 2.329 -2.370 1.233
H 4.906 0.052 3.178
H 3.338 0.867 3.180
H 5.752 2.103 4.048
H 4.268 2.940 3.607
H 6.650 2.346 1.802
H 5.783 3.881 1.972
H 5.133 2.292 -0.118
H 3.814 2.950 0.865
H 2.488 2.282 -1.391
H 1.538 0.880 -1.910
H 3.711 2.310 -3.394
H 2.525 1.169 -4.021
H 5.325 0.678 -3.106
H 4.312 -0.390 -4.080
H 4.917 -1.019 -1.483
H 3.313 -1.379 -2.143
H 5.488 -1.339 1.381
H 5.050 -2.685 0.318
H 4.387 -2.410 3.279
H 5.129 -3.805 2.482
H 2.414 -3.767 2.908
H 3.047 -4.413 1.414
H 1.570 -1.845 1.809
H 1.848 -2.742 0.325
C -2.173 1.864 -4.084
C -2.516 0.380 -3.908
C -3.126 -0.183 -5.190
C -3.556 0.283 -2.782
Si -0.978 -0.572 -3.269
O -0.384 0.084 -1.968
C -1.508 -2.370 -2.970
C -1.692 -2.790 -1.651
C -2.093 -4.086 -1.348
C -2.317 -4.996 -2.371
C -2.136 -4.606 -3.693
C -1.736 -3.307 -3.982
C 0.314 -0.759 -4.684
C 0.450 0.054 -5.812
C 1.489 -0.113 -6.724
C 2.428 -1.117 -6.536
C 2.313 -1.950 -5.429
C 1.277 -1.765 -4.525
H -3.090 2.444 -4.268
H -1.499 2.052 -4.925
H -1.694 2.257 -3.185
H -4.014 0.399 -5.480
H -3.446 -1.220 -5.056
H -2.428 -0.160 -6.033
H -4.459 0.852 -3.047
H -3.162 0.693 -1.848
H -3.856 -0.751 -2.588
H -1.508 -2.089 -0.843
H -2.230 -4.371 -0.313
H -2.632 -6.007 -2.136
H -2.306 -5.314 -4.497
H -1.585 -3.022 -5.021
H -0.268 0.845 -5.995
H 1.560 0.545 -7.583
H 3.238 -1.251 -7.245
H 3.033 -2.746 -5.271
H 1.204 -2.433 -3.670
```

(3)
DFT (ωB97M-V/def2-TZVPD) results for C43H72BeF12N2O41S4 as an isolated structure in a non-equilibrium geometry.

The total energy is -209018.705 eV. As for the multiplicity: 1. As for the HOMO-LUMO gap: 1.90 eV.

```
175
C43H72BeF12N2O41S4 (ωB97M-V/def2-TZVPD)
Be 3.351 -7.032 -0.397
C -1.948 -7.726 -4.857
F -1.141 -6.693 -5.012
F -3.196 -7.425 -5.174
F -1.522 -8.729 -5.579
S -1.998 -8.246 -2.998
O -1.731 -7.034 -2.256
O -3.294 -8.935 -2.764
N -0.556 -9.266 -2.811
S -1.098 -10.713 -2.904
O -1.412 -11.392 -1.675
O -2.048 -10.902 -3.965
C 0.450 -11.548 -3.646
F 1.487 -11.290 -2.859
F 0.192 -12.895 -3.659
F 0.753 -11.100 -4.862
C 3.287 -3.616 5.299
F 3.355 -4.368 6.429
F 3.149 -2.313 5.590
F 4.256 -3.798 4.534
S 1.694 -4.159 4.261
O 0.540 -3.570 4.961
O 1.848 -3.768 2.871
N 1.863 -5.866 4.215
S 0.820 -6.289 5.204
O 0.859 -5.640 6.513
O -0.457 -6.348 4.523
C 1.304 -8.191 5.577
F 0.460 -8.836 6.422
F 1.300 -8.794 4.397
F 2.542 -8.228 6.053
O 6.566 -9.887 1.499
H 6.989 -9.743 2.346
H 7.094 -10.566 1.079
O 3.689 -3.499 -3.655
H 3.827 -3.694 -4.582
H 3.994 -2.597 -3.552
O 5.825 -8.469 -4.330
H 6.432 -7.794 -4.632
H 5.968 -9.205 -4.925
C -3.462 -5.270 -12.998
C -3.102 -4.643 -14.353
C -3.263 -5.595 -15.532
O -4.510 -5.316 -16.054
C -4.933 -4.116 -15.600
O -6.015 -3.671 -15.847
O -4.014 -3.660 -14.785
H -2.638 -5.960 -12.819
H -4.400 -5.814 -13.099
H -3.580 -4.553 -12.185
H -2.080 -4.272 -14.428
H -3.238 -6.620 -15.162
H -2.475 -5.462 -16.273
C -5.747 -1.559 3.385
C -6.564 -2.494 4.272
C -6.204 -2.765 5.748
O -7.317 -2.476 6.477
C -8.246 -1.946 5.740
O -9.245 -1.495 6.203
O -7.783 -1.758 4.520
H -4.847 -2.124 3.143
H -5.459 -0.689 3.975
H -6.300 -1.167 2.532
H -6.845 -3.391 3.719
H -5.428 -2.054 6.033
H -5.804 -3.779 5.742
C -2.014 3.681 -5.520
C -2.552 2.198 -5.296
C -2.930 1.803 -3.899
O -4.237 1.281 -3.979
C -4.679 1.368 -5.250
O -5.872 1.262 -5.563
O -3.758 2.051 -5.978
H -1.245 3.922 -4.786
H -2.873 4.321 -5.317
H -1.597 3.889 -6.505
H -1.898 1.393 -5.629
H -2.855 2.693 -3.273
H -2.265 1.034 -3.506
C -11.421 -10.001 -5.191
C -12.967 -10.193 -4.983
C -13.350 -11.579 -4.380
O -14.270 -11.191 -3.448
C -14.165 -9.937 -3.129
O -14.768 -9.366 -2.251
O -13.356 -9.352 -3.933
H -11.090 -9.060 -5.632
H -11.126 -10.717 -5.959
H -10.787 -10.232 -4.335
H -13.661 -10.102 -5.819
H -12.481 -12.123 -4.009
H -13.843 -12.192 -5.135
C 2.461 -17.449 -9.780
C 2.644 -19.006 -9.861
C 1.601 -19.779 -9.041
O 1.066 -20.639 -10.036
C 1.456 -20.369 -11.219
O 1.020 -20.903 -12.236
O 2.353 -19.359 -11.200
H 3.082 -16.986 -10.546
H 2.871 -17.117 -8.826
H 1.411 -17.237 -9.984
H 3.668 -19.301 -9.630
H 0.841 -19.066 -8.721
H 2.036 -20.198 -8.134
C -4.219 -13.402 -10.713
C -4.743 -13.605 -12.143
C -4.383 -12.437 -13.051
O -3.706 -13.043 -14.167
C -3.488 -14.336 -13.896
O -2.986 -15.157 -14.672
O -3.910 -14.619 -12.714
H -4.862 -12.813 -10.058
H -3.247 -12.913 -10.642
H -4.106 -14.362 -10.209
H -5.795 -13.887 -12.123
H -3.740 -11.693 -12.580
H -5.323 -11.950 -13.310
C 10.010 -8.385 -11.787
C 9.054 -9.568 -11.728
C 9.696 -10.828 -11.979
O 9.246 -11.605 -10.915
C 8.599 -10.874 -10.006
O 8.053 -11.278 -9.003
O 8.625 -9.645 -10.433
H 10.932 -8.580 -11.239
H 9.509 -7.464 -11.491
H 10.303 -8.152 -12.810
H 8.210 -9.418 -12.401
H 10.778 -10.704 -12.010
H 9.406 -11.217 -12.955
C -6.618 -11.367 3.788
C -7.374 -10.378 2.880
C -8.258 -11.100 1.800
O -9.510 -10.451 1.970
C -9.469 -9.549 2.973
O -10.393 -8.830 3.351
O -8.303 -9.668 3.616
H -7.211 -12.200 4.165
H -6.009 -10.953 4.592
H -5.923 -11.918 3.155
H -6.674 -9.760 2.317
H -8.267 -12.169 2.014
H -7.738 -11.069 0.843
C 2.040 -17.429 2.532
C 1.057 -18.028 3.549
C 0.866 -17.221 4.884
O -0.528 -17.227 5.069
C -1.136 -17.615 3.981
O -2.355 -17.765 3.911
O -0.271 -18.033 3.028
H 2.008 -17.991 1.599
H 3.033 -17.618 2.940
H 1.819 -16.391 2.283
H 1.309 -19.060 3.791
H 1.394 -16.268 4.894
H 1.283 -17.799 5.709
C 2.360 -10.572 -12.713
O 2.020 -9.453 -13.452
H 1.717 -11.433 -12.895
H 3.375 -10.840 -13.008
H 2.374 -10.422 -11.633
H 2.829 -8.969 -13.633
C 3.616 -5.323 -9.388
O 4.476 -4.482 -8.673
H 4.029 -5.792 -10.281
H 3.323 -6.117 -8.702
H 2.776 -4.690 -9.677
H 4.837 -3.855 -9.304
C 9.210 -14.380 -1.602
O 9.648 -13.522 -0.570
H 8.700 -15.269 -1.230
H 8.481 -13.871 -2.231
H 9.937 -14.708 -2.345
H 9.801 -14.114 0.170
```

Question: The highest multiplicity belongs to which entry?
Answer: C43H70CsGeN3O6PS4Si